(1)
DFT (ωB97M-V/def2-TZVPD) results for C35H57BN6O4OsSSi as an isolated structure at a distorted geometry.

**Energy above the lowest of the compared OMol25 structures with the same formula, charge and spin**: 0.000 eV
**HOMO-LUMO gap**: 8.0 eV
**LUMO level**: 0.572 eV

```
! wB97M-V def2-TZVPD RIJCOSX def2/J DEFGRID3
* xyz 0 1
Os -0.14 -0.27 -0.15
C 2.95 -0.84 0.72
C 3.23 -1.38 -0.69
C 2.82 -2.85 -0.83
C 2.59 -0.51 -1.73
C 3.26 0.09 -2.78
C 2.36 0.91 -3.43
C 2.82 1.80 -4.57
C 1.83 2.74 -5.25
C 4.00 2.65 -4.07
N 1.17 0.75 -2.80
N 1.31 -0.10 -1.75
B -0.21 1.43 -2.90
N -1.34 0.40 -2.80
N -1.74 0.00 -1.56
C -2.82 -0.78 -1.70
C -3.10 -0.90 -3.06
C -2.16 -0.14 -3.72
C -2.22 0.07 -5.21
C -3.15 1.26 -5.52
C -0.89 0.23 -5.95
C -3.70 -1.32 -0.60
C -3.16 -1.08 0.79
C -5.07 -0.65 -0.73
N -0.26 2.37 -1.68
N 0.04 1.89 -0.45
C 0.19 2.93 0.37
C -0.04 4.11 -0.35
C -0.33 3.72 -1.64
C -0.73 4.57 -2.81
C -2.26 4.65 -2.88
C -0.11 5.97 -2.72
C 0.62 2.78 1.79
C -0.15 3.73 2.71
C 2.13 3.03 1.92
H 3.51 -1.41 1.46
H 1.90 -0.94 0.97
H 3.23 0.21 0.79
H 4.30 -1.32 -0.86
H 1.76 -2.97 -0.68
H 3.33 -3.45 -0.08
H 3.08 -3.23 -1.82
H 4.30 -0.06 -3.04
H 3.21 1.12 -5.33
H 1.48 3.49 -4.55
H 0.99 2.21 -5.66
H 2.34 3.25 -6.07
H 3.66 3.33 -3.28
H 4.39 3.26 -4.89
H 4.81 2.05 -3.68
H -0.33 2.05 -3.91
H -3.90 -1.47 -3.51
H -2.71 -0.83 -5.59
H -2.73 2.18 -5.11
H -4.14 1.11 -5.09
H -3.26 1.38 -6.60
H -0.65 1.28 -6.05
H -0.98 -0.19 -6.96
H -0.07 -0.28 -5.44
H -3.81 -2.39 -0.78
H -2.97 -0.02 0.93
H -2.27 -1.66 0.98
H -3.90 -1.39 1.54
H -4.97 0.43 -0.61
H -5.75 -1.02 0.04
H -5.53 -0.84 -1.70
H 0.01 5.12 0.03
H -0.38 4.10 -3.72
H -2.66 5.13 -1.99
H -2.69 3.65 -2.96
H -2.57 5.23 -3.76
H -0.54 6.53 -1.89
H -0.29 6.52 -3.64
H 0.97 5.91 -2.56
H 0.42 1.75 2.09
H 0.18 4.76 2.55
H 0.01 3.47 3.76
H -1.22 3.69 2.51
H 2.38 4.03 1.55
H 2.69 2.30 1.34
H 2.44 2.96 2.96
O 1.22 -3.19 2.14
S -0.02 -2.68 1.64
O -1.22 -3.29 2.11
O -0.07 -1.10 2.16
O -0.04 -2.43 0.17
C -0.46 -2.32 4.92
Si -0.02 -0.85 3.87
C 1.71 -0.30 4.23
C -1.33 0.46 4.16
C -2.01 1.11 3.13
C -3.04 2.00 3.38
C -3.40 2.28 4.69
C -2.73 1.66 5.74
C -1.72 0.76 5.47
H -0.35 -2.06 5.98
H 0.19 -3.16 4.69
H -1.49 -2.64 4.74
H 1.84 -0.14 5.31
H 1.98 0.63 3.72
H 2.41 -1.08 3.91
H -1.72 0.90 2.10
H -3.56 2.47 2.56
H -4.21 2.97 4.90
H -3.02 1.88 6.76
H -1.21 0.27 6.30
*
```



(2)
DFT (ωB97M-V/def2-TZVPD) results for C35H57ClN6O7V as an isolated structure at a distorted geometry.

**HOMO-LUMO gap (alpha / beta)**: 6.8 / 5.8 eV
**LUMO level (alpha / beta)**: 0.365 / -0.567 eV

```
! wB97M-V def2-TZVPD RIJCOSX def2/J DEFGRID3
* xyz 0 4
V 0.61 -0.14 -0.28
C 0.94 -2.16 4.72
C 0.89 -2.29 3.19
C -0.38 -3.07 2.75
C -1.71 -2.34 2.45
C -2.76 -3.44 2.27
C -2.15 -1.35 3.52
N -1.55 -1.59 1.17
C -2.76 -1.22 0.40
C -2.84 0.28 0.16
N -1.94 0.82 -0.86
C -1.71 2.23 -0.54
C 0.83 2.57 -0.81
O 1.24 3.78 -1.27
O 1.52 1.64 -0.47
C -2.45 0.54 -2.23
C -2.61 1.78 -3.12
C -1.72 -0.61 -2.97
C -0.19 -0.62 -3.20
C 0.37 0.71 -3.70
C 0.09 -1.71 -4.25
N 0.46 -1.04 -1.95
C 1.81 -0.90 -1.67
C 1.73 -1.12 1.20
N 1.08 -1.05 2.46
C 1.21 0.22 3.13
C 0.38 1.28 2.37
O 0.34 2.44 2.76
O -0.30 0.82 1.40
H 0.96 -3.16 5.15
H 0.07 -1.64 5.12
H 1.84 -1.64 5.02
H 1.73 -2.96 2.93
H -0.58 -3.80 3.53
H -0.13 -3.63 1.85
H -2.71 -4.15 3.09
H -2.58 -3.98 1.34
H -3.78 -3.06 2.25
H -2.25 -1.85 4.48
H -3.13 -0.93 3.27
H -1.45 -0.53 3.62
H -0.99 -0.71 1.35
H -0.92 -2.19 0.52
H -3.65 -1.49 0.97
H -2.78 -1.80 -0.53
H -2.60 0.75 1.12
H -3.89 0.55 -0.08
H -1.66 2.31 0.55
H -2.54 2.86 -0.91
H -3.47 0.14 -2.10
H -1.73 2.41 -3.15
H -3.45 2.38 -2.79
H -2.83 1.46 -4.14
H -2.18 -0.65 -3.96
H -1.96 -1.55 -2.48
H -0.24 1.08 -4.52
H 1.39 0.58 -4.07
H 0.39 1.44 -2.90
H -0.29 -1.42 -5.23
H -0.38 -2.65 -3.96
H 1.17 -1.88 -4.34
H 0.14 -1.97 -1.71
H 2.37 -0.25 -2.33
H 2.34 -1.84 -1.50
H 2.70 -0.60 1.22
H 1.89 -2.16 0.93
H 2.25 0.57 3.16
H 0.83 0.18 4.15
N -0.49 2.79 -1.05
C -0.13 4.13 -1.51
N -0.56 5.25 -0.80
C 0.36 6.25 -0.33
C 0.10 6.55 1.15
C -1.39 6.84 1.40
C -2.18 6.84 0.09
C -1.97 5.51 -0.62
H 0.27 7.16 -0.93
H 1.37 5.86 -0.47
H 0.71 7.40 1.44
H 0.42 5.69 1.74
H -1.52 7.80 1.90
H -1.80 6.07 2.05
H -1.87 7.66 -0.55
H -3.25 6.97 0.29
H -2.48 5.48 -1.59
H -2.41 4.72 0.02
C 0.67 -6.67 2.57
C 1.04 -7.53 1.40
C 1.64 -8.76 1.57
C 2.00 -9.52 0.47
Cl 2.72 -11.08 0.71
C 1.77 -9.06 -0.81
C 1.15 -7.83 -0.99
C 0.78 -7.06 0.10
O 0.15 -5.86 0.03
C -0.28 -5.39 -1.23
C -0.89 -3.99 -1.00
O -1.99 -3.71 -1.47
O -0.16 -3.20 -0.34
H 0.84 -7.19 3.51
H -0.38 -6.39 2.50
H 1.25 -5.75 2.56
H 1.83 -9.13 2.57
H 2.06 -9.65 -1.66
H 0.97 -7.48 -1.99
H -1.02 -6.07 -1.68
H 0.57 -5.27 -1.91
*
```



(3)
DFT (ωB97M-V/def2-TZVPD) results for C35H57N2O2P2Re as an isolated structure at a distorted geometry.

**Energy above the lowest of the compared OMol25 structures with the same formula, charge and spin**: 1.781 eV
**HOMO-LUMO gap (alpha / beta)**: 6.7 / 4.9 eV
**LUMO level (alpha / beta)**: -10.314 / -11.957 eV

```
! wB97M-V def2-TZVPD RIJCOSX def2/J DEFGRID3
* xyz 3 4
C -1.97 -1.90 -2.13
C 0.36 -2.09 -1.92
C -1.94 -2.71 -3.25
C 0.45 -3.05 -2.92
C -0.72 -3.33 -3.62
H -2.84 -2.80 -3.87
H 1.44 -3.38 -3.23
H -0.64 -3.99 -4.50
N -0.86 -1.90 -1.28
P -2.77 -0.59 0.16
P 2.23 -0.75 0.04
C -2.95 -0.80 -1.78
H -2.69 0.18 -2.22
H -3.98 -0.98 -2.13
C 1.42 -1.06 -1.81
H 2.30 -1.52 -2.25
C 3.83 0.13 -0.90
C 3.06 -1.58 1.72
C -3.38 1.15 0.51
C -3.92 -1.92 0.82
C 3.56 1.60 -0.50
H 3.39 1.74 0.58
H 4.40 2.27 -0.80
H 2.65 1.95 -1.01
C 5.19 -0.38 -0.46
H 5.41 -0.39 0.60
H 5.32 -1.39 -0.84
H 6.00 0.22 -0.93
C 4.02 0.08 -2.45
H 4.97 0.58 -2.77
H 4.11 -0.98 -2.74
H 3.18 0.53 -3.03
C 3.70 -0.41 2.51
H 2.93 0.34 2.73
H 4.10 -0.75 3.48
H 4.52 0.11 2.00
C 2.01 -2.25 2.63
H 1.31 -1.51 3.05
H 1.44 -3.01 2.07
H 2.48 -2.75 3.49
C 4.03 -2.69 1.31
H 4.90 -2.38 0.75
H 4.42 -3.20 2.20
H 3.50 -3.44 0.71
C -4.36 -1.58 2.24
H -5.01 -2.39 2.60
H -3.50 -1.54 2.91
H -4.93 -0.66 2.32
C -3.21 -3.28 0.90
H -2.79 -3.61 -0.06
H -2.42 -3.30 1.65
H -3.95 -4.03 1.21
C -5.10 -2.08 -0.13
H -5.86 -2.72 0.34
H -5.60 -1.14 -0.37
H -4.81 -2.56 -1.06
C -2.53 2.16 -0.30
H -2.61 2.00 -1.38
H -2.87 3.18 -0.05
H -1.47 2.08 -0.02
C -3.17 1.48 2.00
H -2.10 1.46 2.25
H -3.55 2.50 2.17
H -3.70 0.79 2.66
C -4.85 1.21 0.09
H -5.00 0.87 -0.94
H -5.49 0.64 0.77
H -5.17 2.26 0.14
Re -0.54 -0.72 0.39
C -0.92 -1.32 2.16
O -1.16 -1.72 3.24
N 0.07 0.73 -1.06
C 0.82 0.31 -2.03
C 0.85 1.22 -3.26
C 0.75 2.59 -2.98
C 0.96 0.79 -4.60
C 0.77 3.55 -4.00
H 0.66 2.95 -1.95
C 0.99 1.73 -5.63
H 1.04 -0.28 -4.81
C 0.91 3.10 -5.31
H 0.63 4.63 -3.76
H 1.03 1.39 -6.68
H 1.01 3.84 -6.11
C 1.23 1.52 4.83
C 0.05 1.34 3.92
O 0.38 1.25 2.52
C 0.93 2.50 1.99
C -0.03 3.66 2.08
H 2.00 0.77 4.65
H 0.90 1.42 5.86
H 1.67 2.51 4.72
H -0.46 0.41 4.14
H -0.68 2.15 4.06
H 1.88 2.72 2.50
H 1.15 2.26 0.94
H -0.15 4.01 3.11
H 0.39 4.51 1.51
H -1.02 3.43 1.66
*
```



(4)
DFT (ωB97M-V/def2-TZVPD) results for a 9-piece molecular cluster, C35H57N7O33PS9 overall at a distorted geometry.

**HOMO-LUMO gap**: 8.1 eV
**LUMO level**: -2.857 eV

```
! wB97M-V def2-TZVPD RIJCOSX def2/J DEFGRID3
* xyz 1 1
C -2.38 1.51 -0.53
C -3.51 0.49 -0.14
C -4.37 0.85 1.02
C -5.48 0.00 1.46
C -5.71 -1.26 0.70
C -4.86 -1.64 -0.45
C -3.71 -0.75 -0.91
C -2.89 -1.24 -2.17
N -1.50 -0.79 -2.29
C -0.80 0.21 -2.95
N -1.34 1.16 -3.73
S -2.98 1.47 -4.10
P -0.16 2.28 -4.50
N 0.35 1.54 -5.82
N 0.59 0.14 -2.72
C 0.77 -0.93 -1.83
C 2.13 -1.42 -1.27
C 2.98 -0.30 -0.54
O 3.87 0.24 -1.15
N 2.80 0.11 0.85
C 1.89 1.29 0.82
C 2.16 -0.96 1.67
N -0.51 -1.43 -1.61
C -0.59 -2.57 -0.68
C -0.13 -3.89 -1.19
C -0.21 -4.95 -0.14
C -0.71 -4.51 1.18
N -1.15 -3.30 1.60
C -1.10 -2.30 0.67
H -2.30 2.25 0.32
H -2.57 2.08 -1.48
H -1.40 0.95 -0.53
H -4.17 1.83 1.53
H -6.12 0.31 2.33
H -6.57 -1.90 1.04
H -5.15 -2.62 -0.97
H -2.86 -2.37 -2.10
H -3.53 -1.04 -3.08
H -3.48 0.56 -5.01
H -0.85 3.47 -4.92
H 0.93 2.57 -3.62
H -0.10 0.61 -5.85
H 2.74 -1.76 -2.16
H 2.03 -2.34 -0.62
H 2.28 1.98 0.01
H 1.85 1.83 1.81
H 0.83 1.01 0.50
H 2.13 -0.73 2.76
H 1.07 -1.04 1.32
H 2.67 -1.95 1.45
H 0.25 -4.06 -2.22
H 0.14 -5.99 -0.36
H -0.72 -5.32 1.97
H -1.43 -1.26 0.95
C -0.80 3.40 4.78
C -0.12 2.23 4.10
O -0.72 2.16 2.81
S -1.13 3.64 2.33
O -0.11 4.14 1.47
O -2.51 3.64 1.95
O -0.99 4.38 3.75
H -1.79 3.11 5.16
H -0.21 3.81 5.60
H -0.25 1.30 4.64
H 0.95 2.43 3.96
C -4.25 5.26 -1.00
C -5.18 6.20 -1.75
O -4.70 6.20 -3.10
S -4.08 4.75 -3.44
O -5.07 3.98 -4.12
O -2.76 4.93 -3.94
O -3.98 4.20 -1.92
H -3.30 5.75 -0.76
H -4.70 4.88 -0.09
H -5.17 7.21 -1.34
H -6.20 5.82 -1.75
C -5.61 11.23 -4.58
C -6.13 10.04 -5.36
O -6.23 8.99 -4.40
S -6.59 9.62 -2.96
O -8.00 9.51 -2.76
O -5.64 9.15 -2.01
O -6.25 11.16 -3.31
H -4.53 11.16 -4.42
H -5.83 12.18 -5.07
H -5.47 9.76 -6.18
H -7.13 10.24 -5.76
C 1.30 -7.19 4.03
C 1.68 -7.40 5.48
O 2.21 -6.14 5.91
S 1.42 -4.95 5.11
O 0.38 -4.46 5.95
O 2.37 -4.09 4.50
O 0.76 -5.88 3.97
H 2.18 -7.23 3.38
H 0.57 -7.92 3.69
H 2.43 -8.18 5.61
H 0.80 -7.63 6.09
C 2.07 6.17 -1.78
C 2.48 5.96 -0.33
O 3.00 7.22 0.09
S 2.22 8.41 -0.69
O 1.19 8.90 0.17
O 3.18 9.25 -1.30
O 1.53 7.49 -1.83
H 2.93 6.13 -2.44
H 1.33 5.44 -2.10
H 3.23 5.18 -0.22
H 1.61 5.73 0.30
C 6.85 -7.25 4.19
C 6.20 -7.98 5.35
O 5.82 -6.95 6.26
S 5.43 -5.62 5.43
O 4.00 -5.58 5.28
O 6.17 -4.53 5.95
O 6.08 -6.06 4.01
H 7.88 -6.96 4.43
H 6.85 -7.85 3.28
H 6.88 -8.69 5.83
H 5.30 -8.51 5.04
C -4.63 -2.87 -5.29
C -5.18 -4.06 -6.05
O -5.28 -5.10 -5.07
S -5.60 -4.44 -3.64
O -7.00 -4.52 -3.41
O -4.63 -4.91 -2.70
O -5.25 -2.92 -4.01
H -3.55 -2.96 -5.16
H -4.85 -1.92 -5.79
H -4.55 -4.37 -6.88
H -6.19 -3.86 -6.42
C 10.71 -4.87 1.96
C 12.08 -4.67 2.58
O 11.99 -5.29 3.87
S 10.98 -6.55 3.79
O 11.75 -7.73 3.62
O 10.00 -6.40 4.82
O 10.30 -6.18 2.37
H 9.99 -4.15 2.36
H 10.73 -4.80 0.88
H 12.35 -3.62 2.68
H 12.85 -5.19 2.01
*
```



| no. | E (eV) |
| --- | --- |
| 1 | -76212.1758 |
| 2 | -98701.2059 |
| 3 | -64971.1919 |
| 4 | -222002.1834 |